Molecular formula: C50H101F6N12O2P
Method: DFT, wB97M-V/def2-TZVPD

The net charge is +4. The LUMO energy is -8.573 eV. As for the spin multiplicity: 1. The value obtained for the HOMO energy is -15.319 eV. The energy comes out at -3711.5507 a.u. The orbital gap comes out at 6.7 eV.

```
172
Properties=species:S:1:pos:R:3:forces:R:3
C 5.984740 -8.652354 -5.478551 2.18 -2.24 -1.26
C 6.103087 -9.891147 -6.374871 -1.02 -1.82 0.29
O 4.951602 -10.643268 -6.545565 1.01 0.30 0.01
H 7.015664 -8.301926 -5.528357 -1.08 0.30 0.76
H 5.678784 -9.003448 -4.493040 1.50 -0.30 -0.50
H 5.212517 -7.972252 -5.838027 2.23 -1.06 0.51
H 6.891627 -10.481074 -5.907646 0.65 -0.36 -0.17
H 6.427927 -9.565654 -7.363124 0.97 -0.08 -0.44
C 4.630256 -4.719110 -6.769118 0.46 0.10 0.09
C 4.893722 -5.769378 -5.750405 -2.29 0.03 1.03
O 5.768032 -5.555740 -4.665459 -4.33 1.03 -1.92
H 3.953136 -5.130274 -7.517821 1.38 -0.36 0.53
H 5.563413 -4.508849 -7.291713 -0.58 0.96 0.86
H 4.016179 -3.889616 -6.418492 2.01 -0.86 -0.42
H 5.229826 -6.599232 -6.372093 0.01 1.27 1.14
H 3.909812 -6.085622 -5.403987 -0.26 0.01 0.22
C 9.081901 -3.587491 -0.002329 0.09 -1.09 -1.46
C 9.568182 -4.666465 -1.051760 0.11 -0.45 1.37
N 9.091111 -4.563856 -2.413361 -0.99 0.17 -4.24
C 7.809427 -4.862249 -2.943274 0.28 1.12 1.00
C 7.752355 -4.615862 -4.294786 3.26 1.62 1.49
N 9.058865 -4.305818 -4.686074 0.82 0.86 2.92
C 9.810563 -4.273499 -3.507122 0.38 -0.15 -1.54
C 9.493473 -3.994078 -6.078758 0.45 0.43 -0.14
H 9.833048 -3.554450 0.786833 -0.29 0.12 0.04
H 8.112436 -3.923785 0.365282 0.10 0.18 0.32
H 8.940437 -2.608463 -0.460138 0.29 0.00 0.04
H 9.244715 -5.661614 -0.746586 -0.26 0.03 0.34
H 10.648971 -4.807419 -1.063317 0.07 0.62 -0.25
H 7.017613 -5.055801 -2.234779 0.48 -0.02 -0.37
H 6.927931 -4.582593 -4.991647 0.19 0.30 1.02
H 10.888430 -4.205630 -3.504323 0.00 0.36 0.02
H 8.650026 -3.794180 -6.739614 -0.07 0.15 0.58
H 9.995415 -4.849158 -6.531524 0.19 -0.02 0.25
H 10.108570 -3.103059 -6.204652 0.28 -0.13 0.82
C 1.388647 -6.100857 -2.392066 0.86 0.21 2.03
C 2.433370 -6.327112 -3.420541 -0.31 -2.00 -2.33
N 2.752147 -7.733322 -3.722628 -1.51 -3.93 -0.40
C 3.927111 -8.201739 -4.350754 -3.71 -2.23 1.21
C 3.729593 -9.598241 -4.628120 -0.53 3.21 2.27
N 2.514920 -9.974832 -4.184907 -0.98 4.72 2.46
C 1.882264 -8.822037 -3.569230 2.81 -0.79 -2.33
C 2.028875 -11.292909 -4.442785 -1.53 -1.01 -0.58
H 0.396112 -6.525528 -2.542461 0.24 0.03 -0.35
H 1.303243 -5.037584 -2.167886 -0.36 -0.09 -0.48
H 1.809905 -6.467900 -1.456165 -0.42 -0.45 0.37
H 3.422531 -5.881733 -3.314250 -1.02 -3.29 0.42
H 2.083869 -5.828338 -4.324526 -0.10 -0.36 -0.53
H 4.870839 -7.690080 -4.469001 -2.97 0.45 1.04
H 4.385492 -10.333461 -5.070461 0.19 -0.40 -0.78
H 0.859600 -8.785195 -3.223982 0.16 -0.04 0.05
H 2.751143 -12.082543 -4.235662 0.21 0.40 -0.15
H 1.739125 -11.259750 -5.493048 0.25 -0.60 -0.13
H 1.108263 -11.563220 -3.925582 0.13 0.46 0.38
C 1.531038 -0.643992 -10.398498 0.25 -0.01 -1.68
C 1.770185 -1.676950 -9.317251 -0.07 1.97 -2.60
N 3.062285 -2.237516 -9.362912 6.03 -0.99 -2.80
C 3.488326 -3.527821 -9.109277 0.27 0.06 -2.29
C 4.855005 -3.693462 -9.231452 -1.18 2.77 -1.78
N 5.330275 -2.447310 -9.708852 -4.31 -0.26 1.04
C 4.221490 -1.562515 -9.670460 1.11 -2.50 -1.85
C 6.703189 -2.226984 -10.023102 0.32 2.24 -0.24
H 0.539660 -0.191956 -10.429107 0.09 0.00 0.75
H 1.608350 -1.030133 -11.414872 -0.02 -0.75 -0.06
H 2.286995 0.137639 -10.473950 -0.12 0.32 0.76
H 1.067008 -2.509647 -9.300832 0.31 0.35 -1.21
H 1.682582 -1.259577 -8.314143 1.29 1.69 -2.13
H 2.727109 -4.286473 -9.002520 0.66 1.11 -1.47
H 5.546399 -4.494889 -9.016766 -0.45 0.15 -0.71
H 4.334562 -0.495290 -9.791503 -0.23 -0.30 -0.59
H 7.299780 -3.096502 -9.747222 -0.06 0.21 -0.46
H 7.062100 -1.323323 -9.530473 0.21 -0.22 0.92
H 6.773024 -1.814763 -11.029734 0.27 -1.14 -0.54
C 9.240405 -7.438073 -4.533816 1.84 2.00 0.38
C 8.533762 -8.439958 -3.712873 -0.24 -1.91 -1.41
N 7.494607 -7.888770 -2.925563 -2.28 0.81 3.90
C 6.259091 -7.295963 -3.271949 2.31 -0.16 3.50
C 5.714531 -6.819561 -2.081931 0.76 -1.19 0.84
N 6.549006 -7.225440 -0.976179 0.43 -1.14 -3.17
C 7.553969 -7.903238 -1.578376 0.21 1.28 1.12
C 6.407895 -7.120375 0.497388 -0.64 -0.07 -0.02
H 10.079634 -7.835807 -5.104425 0.29 -0.51 0.56
H 9.639133 -6.709236 -3.828185 0.38 0.05 -0.08
H 8.751018 -6.878590 -5.331050 -0.06 0.55 2.45
H 9.270079 -8.948236 -3.090304 -0.28 0.00 0.21
H 8.015545 -9.186763 -4.314409 0.62 -0.40 -0.06
H 6.119363 -7.027849 -4.308767 0.34 0.24 1.18
H 4.853466 -6.216634 -1.834072 0.07 -0.40 -0.40
H 8.371522 -8.234069 -0.955013 0.18 -0.46 -0.40
H 5.371947 -6.885753 0.742016 0.10 0.27 -0.17
H 7.082401 -6.381975 0.930871 -0.07 0.09 -0.28
H 6.583854 -8.074294 0.994559 0.22 -0.11 -0.40
C 7.294127 -5.907450 -6.674348 0.65 -1.87 -1.80
C 7.940421 -7.303657 -7.030691 -0.09 0.97 -1.29
N 8.935905 -7.174768 -8.150841 -1.84 0.87 -0.87
C 10.215527 -7.557135 -8.059085 2.20 0.48 -2.65
C 10.872035 -7.138949 -9.270292 -2.93 -0.34 0.31
N 9.861046 -6.603434 -10.081513 -2.07 -0.51 4.15
C 8.646502 -6.621021 -9.363642 3.71 -0.28 0.13
C 9.995864 -6.119286 -11.421482 0.09 -0.83 -0.85
H 6.717907 -5.576987 -7.538569 1.06 0.19 -0.48
H 7.854173 -5.123033 -6.165292 0.14 -1.51 -1.91
H 6.450051 -5.929651 -5.985041 2.51 -1.33 -0.31
H 7.253409 -8.094262 -7.332455 -0.12 0.67 -0.36
H 8.457267 -7.714103 -6.163228 -0.36 -0.53 -2.34
H 10.526376 -8.221343 -7.266244 0.33 0.36 -0.05
H 11.830282 -7.206468 -9.763856 0.25 -0.36 0.72
H 7.759919 -6.070595 -9.641834 0.05 -0.38 -0.02
H 9.338764 -5.264907 -11.583831 0.57 0.19 -0.04
H 9.659399 -6.930078 -12.067629 0.01 0.12 -0.27
H 11.065572 -6.009191 -11.599537 -0.27 0.68 -0.26
C 0.545260 -5.661302 -7.967928 2.10 -2.77 -3.79
C 2.160087 -5.779767 -7.821300 -2.73 -1.87 -1.80
C 2.880201 -6.661746 -8.884006 0.90 -1.34 0.28
N 3.365306 -8.100640 -8.503156 0.51 1.51 -0.29
C 4.561118 -7.960192 -7.506194 -3.07 -1.18 -2.55
C 3.828614 -9.026381 -9.653187 2.09 0.11 -0.03
C 3.466236 -10.416981 -9.203994 0.41 -0.54 -0.45
C 2.131591 -10.081104 -8.769355 -4.01 -0.78 -0.02
C 2.115949 -8.808838 -7.981569 1.21 -0.90 0.33
H 0.279514 -4.719466 -7.487910 -0.21 -4.10 -4.04
H -0.009645 -6.574733 -7.753901 0.18 0.08 0.87
H 0.173806 -5.491872 -8.978587 0.83 -0.18 -0.92
H 2.403543 -5.872304 -6.762873 -0.01 -0.98 -0.13
H 2.617744 -4.812362 -8.028102 -1.78 -3.19 0.79
H 3.791799 -6.128460 -9.153650 0.20 -0.27 -0.32
H 2.319773 -6.819393 -9.805492 -0.37 0.28 0.21
H 5.370788 -7.371119 -7.936931 -0.50 0.35 -0.48
H 4.942745 -8.972413 -7.372541 -1.38 0.37 -0.18
H 4.125804 -7.494253 -6.622176 -0.78 -0.75 -1.17
H 4.911700 -9.048614 -9.773725 0.21 1.00 0.18
H 3.417306 -8.755014 -10.625451 -0.47 0.15 0.31
H 4.030704 -10.872176 -8.390192 0.60 0.58 0.01
H 3.466822 -11.129060 -10.029245 -0.01 0.18 -0.15
H 1.562280 -10.841464 -8.234711 0.10 -0.20 -0.03
H 1.527032 -9.816376 -9.636826 -0.17 -0.54 -0.38
H 2.249717 -9.114529 -6.943882 -0.10 0.95 0.28
H 1.221768 -8.253432 -8.264504 0.32 0.27 0.78
C 4.399000 -1.061845 -7.457914 0.53 -0.53 1.80
C 4.679034 -1.069398 -5.939675 0.33 0.84 2.72
C 4.656966 -2.373216 -5.052823 1.95 -1.68 -0.54
N 4.879165 -2.269934 -3.544924 -0.74 0.60 1.49
C 6.094247 -1.363452 -3.273430 -1.29 0.35 0.35
C 5.156086 -3.608179 -2.748579 -2.31 -0.51 -0.47
C 3.745407 -4.233101 -2.462227 0.97 2.48 -0.57
C 2.780980 -3.078100 -2.347617 0.58 1.99 0.96
C 3.519366 -1.826651 -2.922566 0.31 0.52 0.42
H 4.410884 -2.102310 -7.782549 0.30 0.49 1.00
H 5.140253 -0.508780 -8.034760 0.54 0.02 0.91
H 3.469648 -0.627580 -7.826471 -0.16 0.18 1.32
H 3.991329 -0.455515 -5.358031 -0.21 0.51 -0.61
H 5.625588 -0.593594 -5.683272 0.30 -0.02 -0.65
H 5.525298 -3.016731 -5.194235 0.05 0.03 -1.15
H 3.786054 -2.995363 -5.259038 0.50 0.71 1.12
H 5.899192 -0.361949 -3.656901 0.07 -0.23 -0.29
H 6.997745 -1.805201 -3.693734 -0.25 -0.06 -0.15
H 6.218655 -1.208810 -2.201657 -0.12 -0.42 0.04
H 5.646655 -3.425032 -1.792589 0.12 0.81 -0.28
H 5.654972 -4.380265 -3.334310 -0.12 1.02 -0.25
H 3.731700 -4.748073 -1.501644 0.11 -0.39 -0.26
H 3.440000 -4.872464 -3.290509 1.20 3.68 0.85
H 2.658780 -2.896247 -1.279861 -0.21 0.25 0.04
H 1.772898 -3.161157 -2.753770 0.48 -0.19 -0.10
H 3.802995 -1.094994 -2.166028 -0.25 -0.17 0.24
H 2.899679 -1.304058 -3.651253 0.41 -0.13 -0.16
P 1.294455 -2.915884 -6.225430 -2.86 4.61 2.34
F 0.853247 -2.118977 -7.594536 -2.78 -3.47 6.62
F 0.218122 -4.118570 -6.563075 0.58 6.93 8.29
F 2.517371 -3.612597 -7.114086 -3.51 3.72 3.72
F 1.755465 -3.552862 -4.791505 -0.64 -1.46 -1.60
F 2.330013 -1.697300 -5.733735 -1.57 -0.48 -1.94
F 0.064493 -2.024475 -5.504291 1.59 -1.78 -0.26
```
Forces are in eV/Å.